ORCA calculation (the ωB97M-V functional and the def2-TZVPD basis) on the molecule BrClHOP in a non-equilibrium geometry.

The geometry in XYZ format:
```
5
BrClHOP the ωB97M-V functional and the def2-TZVPD basis
O 0.4530 -0.3143 -0.9743
P 0.0566 -0.5013 0.6163
Cl 0.2165 1.4001 1.2571
Br -2.1584 -0.7713 0.5419
H 1.4322 0.1867 -1.4410
```

Properties
**Maximum force**: 0.115 hartree/bohr
**SMILES string**: OP(Cl)Br
**Energy relative to the best compared isomer or geometry (same formula, charge and spin)**: 22.9 kcal per mole
**Total charge**: 0
**Spin multiplicity**: 1

Atomic partial charges in e from the Löwdin method, atoms 1 to 2: -0.59, 0.02